Entry from the Open Molecules 2025 dataset: 2 unconnected molecules or ions with the total composition C6H12F3N2O2 in a non-equilibrium geometry (ωB97M-V/def2-TZVPD).

The value obtained for the highest occupied orbital energy is -0.458 Ha. The LUMO energy comes out at -4.36 eV. Its maximum force is 5.56 eV/Å. Its energy above the lowest of the compared OMol25 structures with the same formula, charge and spin is 0.0 kcal/mol. The value obtained for the energy is -795.164560 Eh.

Structure (ORCA input):
```
! wB97M-V def2-TZVPD RIJCOSX def2/J DEFGRID3
* xyz 1 1
N 2.810 0.055 0.205
C 1.677 -0.855 0.003
C 0.757 -0.999 1.232
O 0.548 -2.324 1.693
C -0.813 -2.587 1.816
O -1.305 -3.303 2.552
C -1.441 -1.637 0.752
C -0.669 -0.396 1.196
C -0.917 0.912 0.510
F -0.109 1.844 0.951
F -2.135 1.324 0.815
F -0.899 0.860 -0.838
H 3.515 -0.401 0.776
H 2.509 0.878 0.720
H 1.155 -0.535 -0.906
H 2.116 -1.830 -0.222
H 1.288 -0.438 2.013
H -2.522 -1.666 0.861
H -1.082 -2.102 -0.172
H -0.987 -0.275 2.237
N -0.699 2.695 -3.240
H -0.084 3.498 -3.085
H -0.703 2.101 -2.402
H -1.649 3.024 -3.428
H -0.360 2.155 -4.040
*
```

Just the Löwdin charges please, in e? Sure, here they are: number 1, N, carries 0.00; number 2, C, carries -0.20; number 3, C, carries -0.25; number 4, O, carries 0.05; number 5, C, carries -0.47; number 6, O, carries 0.24; number 7, C, carries 0.00; number 8, C, carries -0.15; number 9, C, carries -0.63; number 10, F, carries 0.19; number 11, F, carries 0.17; number 12, F, carries 0.11; number 13, H, carries 0.08; number 14, H, carries 0.06; number 15, H, carries 0.10; number 16, H, carries 0.13; number 17, H, carries 0.16; number 18, H, carries 0.14; number 19, H, carries 0.14; number 20, H, carries 0.18; number 21, N, carries 0.34; number 22, H, carries 0.17; number 23, H, carries 0.12; number 24, H, carries 0.17; number 25, H, carries 0.17

Entry from the Open Molecules 2025 dataset: 2 unconnected molecules or ions with the total composition C6H12INO in a non-equilibrium geometry (ωB97M-V/def2-TZVPD).

The value obtained for the highest occupied orbital energy is -0.317 Ha. The LUMO energy comes out at 0.66 eV. Its maximum force is 4.05 eV/Å. As for the SMILES: CC(C)=NO.C/C=C/I. Its energy above the lowest of the compared OMol25 structures with the same formula, charge and spin is 52.1 kcal/mol. The value obtained for the energy is -663.367400 Eh.

Structure (ORCA input):
```
! wB97M-V def2-TZVPD RIJCOSX def2/J DEFGRID3
* xyz 0 1
C -0.687 2.627 0.989
C -0.674 1.488 -0.020
C -0.177 1.705 -1.501
N -1.239 0.359 0.295
O -1.466 -0.464 -0.847
H -0.478 3.571 0.380
H -1.493 2.607 1.674
H 0.264 2.671 1.554
H 0.302 0.866 -1.945
H -1.177 1.776 -1.945
H 0.468 2.514 -1.706
H -2.445 -0.510 -0.876
C 0.160 -3.210 0.417
C 1.320 -2.226 0.176
C 1.444 -1.046 0.755
I 2.964 0.220 0.156
H 0.447 -4.241 0.323
H -0.045 -2.938 1.371
H -0.495 -2.817 -0.335
H 2.027 -2.251 -0.612
H 0.979 -0.702 1.698
*
```

Just the Löwdin charges please, in e? Sure, here they are: number 1, C, carries -0.04; number 2, C, carries -0.36; number 3, C, carries -0.05; number 4, N, carries 0.01; number 5, O, carries -0.12; number 6, H, carries 0.10; number 7, H, carries 0.06; number 8, H, carries 0.07; number 9, H, carries 0.04; number 10, H, carries 0.09; number 11, H, carries 0.05; number 12, H, carries 0.11; number 13, C, carries -0.05; number 14, C, carries -0.29; number 15, C, carries -0.70; number 16, I, carries 0.82; number 17, H, carries 0.07; number 18, H, carries 0.03; number 19, H, carries 0.06; number 20, H, carries 0.04; number 21, H, carries 0.05

Entry from the Open Molecules 2025 dataset: a gas-phase ion, C6H12N (charge +1) in a non-equilibrium geometry (ωB97M-V/def2-TZVPD).

The value obtained for the highest occupied orbital energy is -0.487 Ha. The LUMO energy comes out at -5.21 eV. Its maximum force is 4.79 eV/Å. Its energy above the lowest of the compared OMol25 structures with the same formula, charge and spin is 140.6 kcal/mol. The value obtained for the energy is -290.097820 Eh.

Structure (ORCA input):
```
! wB97M-V def2-TZVPD RIJCOSX def2/J DEFGRID3
* xyz 1 1
C 0.234 1.323 -1.677
C 0.668 0.204 -1.239
C -1.003 0.599 0.234
C -2.110 -0.134 -0.335
C 1.428 0.607 0.988
C 0.424 -1.394 0.672
N 0.370 -0.028 0.133
H 0.330 1.968 -2.462
H 1.366 -0.501 -1.752
H -1.138 1.219 1.076
H -2.723 0.512 -0.936
H -2.780 -0.579 0.434
H -1.737 -0.756 -1.068
H 1.508 0.229 1.963
H 2.361 0.324 0.529
H 1.427 1.665 0.954
H 0.788 -2.167 0.037
H 1.121 -1.430 1.518
H -0.531 -1.661 0.930
*
```

Just the Löwdin charges please, in e? Sure, here they are: number 1, C, carries 0.26; number 2, C, carries -0.20; number 3, C, carries 0.01; number 4, C, carries -0.06; number 5, C, carries 0.02; number 6, C, carries 0.02; number 7, N, carries -0.31; number 8, H, carries 0.05; number 9, H, carries 0.16; number 10, H, carries 0.12; number 11, H, carries 0.11; number 12, H, carries 0.13; number 13, H, carries 0.07; number 14, H, carries 0.09; number 15, H, carries 0.12; number 16, H, carries 0.11; number 17, H, carries 0.11; number 18, H, carries 0.11; number 19, H, carries 0.08

Entry from the Open Molecules 2025 dataset: a gas-phase ion, C6H12N (charge +1) in a non-equilibrium geometry (ωB97M-V/def2-TZVPD).

The value obtained for the highest occupied orbital energy is -0.520 Ha. The LUMO energy comes out at -3.26 eV. Its maximum force is 7.03 eV/Å. As for the SMILES: C=C1[C@@H](C)[NH2+][C@@H]1C. Its energy above the lowest of the compared OMol25 structures with the same formula, charge and spin is 79.2 kcal/mol. The value obtained for the energy is -290.195693 Eh.

Structure (ORCA input):
```
! wB97M-V def2-TZVPD RIJCOSX def2/J DEFGRID3
* xyz 1 1
C -0.141 2.141 -0.380
C 0.067 0.853 -0.112
C -1.115 -0.031 0.567
C -2.368 0.015 -0.164
N -0.026 -1.214 0.184
C 1.180 -0.327 -0.499
C 2.432 -0.437 0.399
H -0.968 2.746 -0.085
H 0.461 2.638 -1.146
H -0.986 0.185 1.717
H -2.920 0.781 0.233
H -2.228 0.264 -1.158
H -2.895 -0.870 -0.095
H 0.367 -1.740 1.076
H -0.286 -1.990 -0.505
H 1.305 -0.493 -1.503
H 3.498 -0.189 0.004
H 2.210 0.268 1.217
H 2.636 -1.540 0.632
*
```

Just the Löwdin charges please, in e? Sure, here they are: number 1, C, carries 0.09; number 2, C, carries -0.19; number 3, C, carries -0.17; number 4, C, carries -0.04; number 5, N, carries 0.09; number 6, C, carries -0.12; number 7, C, carries -0.06; number 8, H, carries 0.08; number 9, H, carries 0.09; number 10, H, carries 0.19; number 11, H, carries 0.08; number 12, H, carries 0.08; number 13, H, carries 0.08; number 14, H, carries 0.20; number 15, H, carries 0.19; number 16, H, carries 0.10; number 17, H, carries 0.12; number 18, H, carries 0.09; number 19, H, carries 0.10

Entry from the Open Molecules 2025 dataset: 3 unconnected molecules or ions with the total composition C6H12N2 (ωB97M-V/def2-TZVPD).

The value obtained for the highest occupied orbital energy is -0.265 Ha. The LUMO energy comes out at 0.80 eV. Its maximum force is 0.51 eV/Å. Its energy above the lowest of the compared OMol25 structures with the same formula, charge and spin is 117.4 kcal/mol. The value obtained for the energy is -345.140844 Eh.

Structure (ORCA input):
```
! wB97M-V def2-TZVPD RIJCOSX def2/J DEFGRID3
* xyz 0 1
C -0.972 -2.348 0.019
C -1.850 1.408 0.149
C 2.430 0.415 0.737
C 0.482 0.570 -1.286
C -1.226 0.070 0.124
C 0.959 0.371 0.881
N 0.065 0.274 1.661
N -1.598 -1.068 -0.036
H -0.145 -2.388 -0.700
H -1.691 -3.128 -0.227
H -0.574 -2.531 1.021
H -2.557 1.442 0.981
H -1.109 2.189 0.272
H -2.383 1.555 -0.792
H 2.787 -0.461 0.194
H 2.869 0.422 1.737
H 2.747 1.303 0.192
H 0.932 1.563 -1.351
H -0.363 0.534 -1.978
H 1.197 -0.192 -1.596
*
```

Just the Löwdin charges please, in e? Sure, here they are: number 1, C, carries -0.09; number 2, C, carries -0.05; number 3, C, carries -0.07; number 4, C, carries -0.10; number 5, C, carries -0.31; number 6, C, carries -0.33; number 7, N, carries 0.13; number 8, N, carries 0.04; number 9, H, carries 0.08; number 10, H, carries 0.08; number 11, H, carries 0.08; number 12, H, carries 0.09; number 13, H, carries 0.08; number 14, H, carries 0.09; number 15, H, carries 0.08; number 16, H, carries 0.08; number 17, H, carries 0.08; number 18, H, carries 0.01; number 19, H, carries 0.01; number 20, H, carries 0.00